DFT (ωB97M-V/def2-TZVPD) results for a 2-piece molecular cluster, C3H12NO2S overall in a non-equilibrium geometry.

The LUMO energy comes out at -3.1843 eV. As for the HOMO energy: -13.06 eV. Its spin multiplicity is 1. The largest force on an atom comes out at 0.0805 Eh/bohr. The value obtained for the frontier orbital gap is 9.87 eV. Its net charge is +1.

Geometry (Å):
C 0.397 1.186 -0.836
O -0.765 1.671 -0.188
C 0.155 -0.442 -0.948
C 1.344 -1.236 -1.276
S 1.811 -0.930 -2.936
N -0.153 -0.960 0.626
H 0.436 1.561 -1.790
H 1.138 1.594 -0.221
H -0.525 2.462 0.345
H -0.817 -0.599 -1.454
H 2.269 -0.860 -0.457
H 1.165 -2.291 -1.167
H 2.050 0.366 -2.900
H -0.767 -1.740 0.762
H 0.678 -1.147 1.170
H -0.697 -0.105 1.012
H -3.170 0.176 2.900
H -2.271 0.956 4.094
O -2.280 0.338 3.262